[1]
ORCA calculation (ωB97M-V/def2-TZVPD) on a structure of composition C21H32HfN12O7PS4 at a distorted geometry.

Positions of all 78 atoms, in Å:
Hf: -0.237 0.517 0.286
C: -1.428 -5.621 0.309
C: -2.722 -4.947 0.025
O: -2.770 -3.670 0.676
P: -2.356 -2.390 -0.166
S: -2.544 -0.859 1.081
S: -0.597 -2.367 -1.051
O: -3.429 -2.412 -1.295
C: -3.419 -1.506 -2.484
C: -4.425 -2.116 -3.372
H: -1.284 -6.461 -0.373
H: -1.428 -5.931 1.347
H: -0.612 -5.065 0.034
H: -3.621 -5.463 0.495
H: -2.945 -4.796 -1.059
H: -2.342 -1.640 -2.787
H: -3.668 -0.527 -2.123
H: -4.162 -2.841 -4.030
H: -4.770 -1.386 -3.999
H: -5.278 -2.546 -2.757
C: 1.841 -4.418 -2.314
O: 2.390 -4.764 -1.037
C: 2.776 -3.670 -0.206
C: 3.782 -4.095 0.831
O: 3.402 -4.665 2.057
C: 2.566 -3.837 2.893
H: 2.573 -3.770 -2.870
H: 0.825 -3.940 -2.154
H: 1.694 -5.365 -2.852
H: 1.916 -3.281 0.325
H: 3.264 -2.895 -0.781
H: 4.473 -3.287 1.014
H: 4.521 -4.750 0.489
H: 1.506 -3.950 2.614
H: 2.733 -2.784 2.739
H: 2.743 -4.044 3.898
N: -0.239 0.313 -3.450
C: -1.226 1.027 -2.892
N: -2.254 1.453 -3.513
N: -3.175 1.788 -2.597
N: -2.659 1.679 -1.451
N: -1.347 1.231 -1.592
C: 1.007 0.066 -2.800
N: 2.077 -0.402 -3.323
N: 2.986 -0.395 -2.270
N: 2.453 0.052 -1.216
N: 1.183 0.422 -1.464
H: -0.287 0.111 -4.335
C: 2.249 3.244 -0.192
C: 2.163 2.654 1.163
C: 3.116 2.848 2.059
C: 3.181 2.270 3.209
N: 2.146 1.327 3.508
C: 1.457 0.837 2.543
S: 0.147 -0.282 2.650
N: 1.454 1.485 1.405
H: 1.698 2.757 -0.852
H: 3.272 3.234 -0.529
H: 1.920 4.333 -0.074
H: 3.806 3.583 1.917
H: 3.700 2.645 3.991
N: -1.653 2.022 1.200
C: -1.299 3.501 1.292
C: -1.655 4.379 0.393
C: -1.390 5.746 0.492
C: -0.824 6.169 1.716
C: -0.470 5.214 2.715
C: -0.677 3.902 2.532
S: -0.459 7.959 1.983
O: 0.949 7.917 2.353
O: -1.378 8.468 2.980
O: -0.657 8.517 0.622
H: -2.010 1.641 2.021
H: -2.294 2.004 0.514
H: -1.995 3.948 -0.528
H: -1.768 6.612 -0.198
H: 0.215 6.168 3.399
H: -0.431 3.095 3.219

Summary:
Multiplicity   2
<S²>   0.7681
Relative energy (zero: lowest compared OMol25 entry of this formula, charge and spin)   114.4 kcal per mole
LUMO (spin up / spin down)   0.140 / 0.140 Ha
Total charge   -2
Gap between HOMO and LUMO (spin up / spin down)   4.60 / 7.82 eV


[2]
ORCA calculation (ωB97M-V/def2-TZVPD) on an isolated molecule of C21H32N4O4 at a distorted geometry.

Positions of all 61 atoms, in Å:
C: -1.024 -3.355 2.464
C: -0.153 -4.162 1.506
C: 0.100 -3.442 0.182
C: 0.961 -2.187 0.367
N: 1.282 -1.436 -0.843
C: 0.104 -1.049 -1.610
C: 0.330 0.258 -2.374
C: -0.950 0.799 -3.011
C: -1.486 -0.083 -4.133
C: 2.332 -2.046 -1.655
C: 3.738 -1.677 -1.165
C: 3.988 -0.171 -1.203
N: 3.148 0.484 -0.227
C: 3.584 1.436 0.603
O: 4.676 1.963 0.554
C: 2.526 1.874 1.635
C: 1.353 2.624 0.984
C: 0.239 1.628 1.230
C: -1.115 1.734 0.728
C: -1.565 2.884 0.076
C: -2.858 2.958 -0.418
C: -3.720 1.885 -0.288
C: -3.265 0.736 0.351
N: -4.141 -0.408 0.458
O: -3.644 -1.461 0.795
O: -5.311 -0.247 0.191
C: -1.985 0.652 0.867
N: 0.623 0.630 1.929
O: 1.928 0.712 2.249
H: -1.942 -3.042 1.971
H: -0.499 -2.472 2.821
H: -1.288 -3.960 3.328
H: -0.651 -5.110 1.292
H: 0.802 -4.391 1.984
H: -0.863 -3.169 -0.255
H: 0.598 -4.129 -0.507
H: 1.905 -2.469 0.839
H: 0.449 -1.497 1.041
H: -0.198 -1.840 -2.309
H: -0.713 -0.890 -0.903
H: 1.081 0.117 -3.154
H: 0.717 1.002 -1.675
H: -0.743 1.794 -3.413
H: -1.717 0.911 -2.241
H: -2.340 0.393 -4.608
H: -1.807 -1.048 -3.753
H: -0.721 -0.245 -4.889
H: 2.223 -1.690 -2.681
H: 2.239 -3.142 -1.677
H: 3.885 -2.032 -0.144
H: 4.467 -2.177 -1.804
H: 5.029 0.066 -0.967
H: 3.764 0.221 -2.203
H: 2.243 0.019 -0.131
H: 3.029 2.446 2.419
H: 1.145 3.579 1.469
H: 1.518 2.801 -0.080
H: -0.903 3.728 -0.042
H: -3.191 3.856 -0.915
H: -4.726 1.914 -0.677
H: -1.661 -0.241 1.379

Summary:
Multiplicity   1
Relative energy (zero: lowest compared OMol25 entry of this formula, charge and spin)   130.0 kcal per mole
LUMO   -0.028 Ha
SMILES   CCCCN(CCCC)CCCNC(=O)[C@H]1CC(c2cccc([N+](=O)[O-])c2)=NO1
Gap between HOMO and LUMO   7.85 eV


[3]
ORCA calculation (ωB97M-V/def2-TZVPD) on a structure of composition C21H32N5O12P2ReSbSe4.

Positions of all 78 atoms, in Å:
Re: 0.591 -0.058 -0.310
Se: 3.852 1.254 1.133
Sb: 2.071 -0.302 2.010
Se: 1.003 0.832 4.033
Se: 2.792 0.590 -0.864
Se: 3.099 -2.398 2.552
O: -0.813 6.044 4.432
N: 0.039 6.060 3.573
O: 0.910 6.879 3.417
C: -0.028 4.971 2.571
C: -1.013 4.034 2.672
C: -1.047 3.029 1.705
C: -0.101 2.853 0.653
O: -0.154 1.825 -0.149
C: 0.864 3.898 0.621
C: 0.903 4.917 1.549
N: 1.870 4.002 -0.452
O: 2.714 4.852 -0.360
O: 1.761 3.221 -1.382
N: -2.043 2.036 1.869
O: -2.297 1.763 3.116
O: -2.551 1.436 0.981
H: -1.745 4.096 3.466
H: 1.663 5.683 1.470
C: 2.092 2.011 -4.144
C: 0.678 1.729 -3.636
P: 0.467 0.177 -2.729
C: -1.334 -0.198 -2.612
C: -2.181 0.379 -3.757
C: 1.288 -1.104 -3.711
C: 0.745 -1.262 -5.134
H: 2.076 2.938 -4.715
H: 2.442 1.226 -4.815
H: 2.810 2.141 -3.340
H: 0.003 1.613 -4.489
H: 0.280 2.539 -3.027
H: -1.726 0.193 -1.667
H: -1.401 -1.288 -2.576
H: -2.194 1.467 -3.734
H: -3.207 0.033 -3.637
H: -1.828 0.053 -4.733
H: 1.201 -2.042 -3.167
H: 2.346 -0.823 -3.732
H: -0.279 -1.634 -5.131
H: 1.354 -1.988 -5.669
H: 0.778 -0.330 -5.700
N: 3.071 -3.992 -0.382
C: 1.716 -4.629 -0.327
P: 0.387 -3.448 -0.797
O: -0.118 -3.602 -2.180
O: 0.989 -2.112 -0.370
C: -1.031 -3.999 0.254
N: -2.277 -3.839 -0.568
H: 3.266 -3.544 -1.277
H: 3.804 -4.686 -0.218
H: 3.138 -3.283 0.393
H: 1.582 -4.931 0.713
H: 1.698 -5.510 -0.966
H: -1.133 -3.462 1.194
H: -0.908 -5.060 0.471
H: -1.997 -3.882 -1.562
H: -2.720 -2.926 -0.363
H: -2.960 -4.573 -0.378
O: -0.119 -2.146 2.799
C: -0.813 -1.168 3.392
C: -0.302 -0.599 4.652
C: -1.390 0.024 5.467
C: -2.562 0.351 4.932
C: -2.765 0.295 3.451
C: -1.883 -0.665 2.751
C: -2.043 -1.031 1.321
O: -2.990 -1.553 0.790
O: -0.935 -0.752 0.615
H: 0.653 -2.460 3.309
H: 0.269 -1.316 5.241
H: -1.209 0.148 6.527
H: -3.365 0.749 5.537
H: -3.803 0.258 3.132

Summary:
Multiplicity   1
Relative energy (zero: lowest compared OMol25 entry of this formula, charge and spin)   43.6 kcal per mole
LUMO (spin up / spin down)   -0.379 / -0.379 Ha
Total charge   +3
Gap between HOMO and LUMO (spin up / spin down)   6.11 / 6.12 eV


[4]
ORCA calculation (ωB97M-V/def2-TZVPD) on a structure of composition C21H33BCl2N2O10S at a distorted geometry.

Positions of all 70 atoms, in Å:
C: 4.856 -2.978 0.957
C: 4.504 -1.555 0.492
C: 3.886 -0.718 1.595
C: 2.443 -1.067 1.964
O: 1.655 -1.225 0.772
C: 0.525 -1.989 0.906
C: -0.697 -1.385 1.095
C: -0.671 0.134 1.094
Cl: -1.850 0.957 2.126
C: -0.639 0.646 -0.401
C: 0.629 1.452 -0.656
Cl: -2.089 1.546 -0.877
C: -1.875 -2.222 1.156
O: -3.114 -1.611 1.306
B: -3.705 -2.083 2.522
O: -4.474 -3.199 2.574
O: -3.462 -1.430 3.704
C: -1.813 -3.574 1.001
C: -0.562 -4.215 0.825
N: -0.313 -5.505 0.682
S: 1.284 -5.644 0.485
N: 1.712 -4.112 0.570
C: 0.612 -3.401 0.773
H: 5.857 -3.021 1.373
H: 4.124 -3.317 1.683
H: 4.787 -3.662 0.118
H: 5.436 -1.064 0.216
H: 3.896 -1.573 -0.405
H: 3.875 0.331 1.304
H: 4.471 -0.820 2.508
H: 2.051 -0.219 2.527
H: 2.364 -1.933 2.618
H: 0.277 0.420 1.505
H: -0.566 -0.255 -0.994
H: 0.446 2.302 -1.303
H: 1.051 1.852 0.262
H: 1.402 0.835 -1.098
H: -4.789 -3.481 1.711
H: -3.873 -0.561 3.702
H: -2.699 -4.182 1.015
C: -6.263 -0.835 0.416
C: -5.318 -0.135 -0.529
O: -5.792 -0.198 -1.884
C: -6.761 0.661 -2.190
O: -7.241 1.485 -1.455
O: -7.099 0.467 -3.466
C: -8.169 1.296 -3.922
H: -6.445 -1.859 0.081
H: -5.847 -0.861 1.423
H: -7.229 -0.333 0.462
H: -4.353 -0.634 -0.530
H: -5.152 0.901 -0.237
H: -7.964 2.345 -3.723
H: -9.103 1.001 -3.447
H: -8.244 1.139 -4.994
C: 6.438 5.318 0.036
C: 6.173 3.849 0.290
O: 4.856 3.467 -0.136
C: 4.714 3.275 -1.447
O: 5.580 3.361 -2.276
O: 3.440 2.954 -1.678
C: 3.124 2.772 -3.061
H: 5.660 5.929 0.494
H: 7.403 5.605 0.453
H: 6.447 5.534 -1.032
H: 6.201 3.640 1.357
H: 6.917 3.217 -0.194
H: 3.807 2.069 -3.532
H: 3.151 3.728 -3.582
H: 2.116 2.370 -3.102

Summary:
Multiplicity   1
LUMO   -0.028 Ha
Gap between HOMO and LUMO   8.29 eV


Number 1: E -3985.38306 Eh. Number 2: E -1339.27461 Eh. Number 3: E -12601.93022 Eh. Number 4: E -3025.47597 Eh.